Entry 1:
C3H7O3 | wB97M-V/def2-TZVPD

For the LUMO energy, the calculation gives 3.799 eV. The multiplicity is 1. The value obtained for the HOMO-LUMO gap is 7.82 eV. The total charge is -1.

Each atom is followed by the atoms it is bonded to, with distances in Å.
CARTESIAN COORDINATES (ANGSTROEM)
1 H 3.0491 -1.5830 0.6703  O4 0.976
2 H -2.2190 1.3123 1.4126  C11 1.080
3 H -0.8470 2.4694 1.3220  C11 1.097
4 O 2.5942 -2.4463 0.6667  H1 0.976, C6 1.435
5 C -0.9824 1.2993 -0.4660  O10 1.257, C11 1.583, O13 1.246
6 C 1.2012 -2.3579 0.3330  O4 1.435, H7 1.086, H9 1.093, H12 1.079
7 H 1.0762 -1.5313 -0.3608  C6 1.086
8 H -2.2829 2.7906 0.3579  C11 1.087
9 H 0.5953 -2.1118 1.2085  C6 1.093
10 O -0.2415 0.3126 -0.2288  C5 1.257
11 C -1.6728 1.9944 0.7775  H2 1.080, H3 1.097, C5 1.583, H8 1.087
12 H 0.9068 -3.3311 -0.0288  C6 1.079
13 O -1.3126 1.7729 -1.5706  C5 1.246

Results of the Löwdin charge analysis, in e, for atoms 1 through 2: number 1, H, carries 0.075; number 2, H, carries 0.040

Entry 2:
C3H7O3 | wB97M-V/def2-TZVPD

For the LUMO energy, the calculation gives 4.197 eV. The multiplicity is 1. The value obtained for the HOMO-LUMO gap is 8.70 eV. The total charge is -1.

Each atom is followed by the atoms it is bonded to, with distances in Å.
CARTESIAN COORDINATES (ANGSTROEM)
1 O 1.3267 -0.4645 0.4269  C2 1.288
2 C 0.5925 -1.5194 0.5031  O1 1.288, O6 1.246, C7 1.640
3 H -1.0072 1.6369 -1.2967  C10 1.143
4 H -0.7847 -1.8976 2.1765  C7 1.130
5 H -1.6731 -1.5766 0.6545  C7 1.184
6 O 0.8338 -2.6336 0.0003  C2 1.246
7 C -0.7844 -1.1619 1.3184  C2 1.640, H4 1.130, H5 1.184, H12 1.124
8 H 0.9346 1.1367 0.2794  O13 1.036
9 H 0.4479 2.4063 -2.0720  C10 1.067
10 C 0.1233 1.5943 -1.4599  H3 1.143, H9 1.067, H11 1.039, O13 1.377
11 H 0.3630 0.5969 -1.6237  C10 1.039
12 H -0.7894 -0.0396 1.2485  C7 1.124
13 O 0.4171 1.9220 -0.1553  H8 1.036, C10 1.377

Results of the Löwdin charge analysis, in e, for atoms 1 through 2: number 1, O, carries -0.155; number 2, C, carries -0.711

Entry 3:
C3H7O3 | wB97M-V/def2-TZVPD

For the LUMO energy, the calculation gives 4.000 eV. The multiplicity is 1. The value obtained for the HOMO-LUMO gap is 8.31 eV. The total charge is -1.

Each atom is followed by the atoms it is bonded to, with distances in Å.
CARTESIAN COORDINATES (ANGSTROEM)
1 O 0.6415 0.7626 0.6647  H2 0.985, C12 1.413
2 H 0.7001 0.2348 -0.1644  O1 0.985
3 H 0.2711 -0.6454 2.0953  C12 1.093
4 C -1.4961 -0.4501 0.8511  H6 1.100, H7 1.083, H8 1.088, C12 1.518
5 H -0.6049 0.8902 2.2424  C12 1.097
6 H -2.0168 -1.0765 1.5898  C4 1.100
7 H -2.1479 0.3409 0.4997  C4 1.083
8 H -1.2656 -1.1193 0.0247  C4 1.088
9 O 2.5339 -0.4409 -2.6751  C10 1.233
10 C 1.5490 0.2223 -2.3425  O9 1.233, H11 1.121, O13 1.264
11 H 1.6612 1.3327 -2.4439  C10 1.121
12 C -0.2683 0.1222 1.5354  O1 1.413, H3 1.093, C4 1.518, H5 1.097
13 O 0.4428 -0.1736 -1.8774  C10 1.264

Results of the Löwdin charge analysis, in e, for atoms 1 through 2: number 1, O, carries -0.115; number 2, H, carries 0.027

Entry 4:
C3H7O3PS2 | wB97M-V/def2-TZVPD

For the LUMO energy, the calculation gives -0.755 eV. The multiplicity is 1. The value obtained for the HOMO-LUMO gap is 7.64 eV. Its SMILES is COC(=O)P(O)S.C=S.

Each atom is followed by the atoms it is bonded to, with distances in Å.
CARTESIAN COORDINATES (ANGSTROEM)
1 O 2.4066 0.2001 -0.8040  C9 1.409, C11 1.367
2 C -4.8012 0.6500 0.3241  H3 1.093, S6 1.588, H12 1.066
3 H -4.5993 1.4935 0.9895  C2 1.093
4 H 4.1030 -0.9446 -0.7988  C9 1.147
5 H 4.4417 0.8600 -0.8158  C9 1.038
6 S -3.6969 -0.3400 -0.2426  C2 1.588
7 H -1.6954 0.5509 1.1990  O13 1.006
8 S -0.4679 -1.9800 -0.5407  P15 2.095, H16 1.367
9 C 3.7826 0.1188 -0.5108  O1 1.409, H4 1.147, H5 1.038, H14 1.057
10 O 1.9625 0.2712 1.4640  C11 1.180
11 C 1.6427 0.2227 0.3296  O1 1.367, O10 1.180, P15 1.887
12 H -5.8207 0.6583 0.0116  C2 1.066
13 O -0.7015 0.4345 1.0960  H7 1.006, P15 1.591
14 H 3.8428 -0.1062 0.5204  C9 1.057
15 P -0.1160 0.0750 -0.3390  S8 2.095, C11 1.887, O13 1.591
16 H -0.2829 -2.1642 -1.8823  S8 1.367

Results of the Löwdin charge analysis, in e, for atoms 1 through 2: number 1, O, carries -0.124; number 2, C, carries -0.554

Entry 5:
C3H7O3S3 | wB97M-V/def2-TZVPD

For the LUMO energy, the calculation gives 3.198 eV. The multiplicity is 1. The value obtained for the HOMO-LUMO gap is 8.18 eV. The total charge is -1.

Each atom is followed by the atoms it is bonded to, with distances in Å.
CARTESIAN COORDINATES (ANGSTROEM)
1 H 3.6920 -0.4255 -0.0884  S4 1.374
2 H -2.8596 -0.2102 -0.0335  C9 1.053
3 C 0.1910 1.5333 -0.1192  S7 1.593, S13 1.875, C14 1.440
4 S 4.3100 -1.2740 -0.9743  H1 1.374, H12 1.342
5 H -2.5307 1.3973 -0.0644  C9 0.993
6 H -2.3685 0.5745 -1.3671  C9 1.042
7 S -0.0838 2.8361 -0.9938  C3 1.593
8 O 1.3126 1.5911 2.1529  S13 1.463
9 C -2.1661 0.5180 -0.3465  H2 1.053, H5 0.993, H6 1.042, C14 1.557
10 H -0.7383 0.1778 1.1720  C14 1.125
11 O 2.0616 -0.0983 0.6336  S13 1.477
12 H 5.4270 -1.5127 -0.2695  S4 1.342
13 S 1.8146 1.3486 0.8005  C3 1.875, O8 1.463, O11 1.477, O15 1.449
14 C -0.6715 0.3955 0.0705  C3 1.440, C9 1.557, H10 1.125, H16 1.109
15 O 2.8545 2.2462 0.3409  S13 1.449
16 H -0.1106 -0.2758 -0.6106  C14 1.109

Results of the Löwdin charge analysis, in e, for atoms 1 through 2: number 1, H, carries -0.221; number 2, H, carries 0.055

Entry 6:
C3H7O7P3 | wB97M-V/def2-TZVPD

For the LUMO energy, the calculation gives -0.006 eV. The multiplicity is 1. The value obtained for the HOMO-LUMO gap is 8.71 eV. Its SMILES is C[P@@](=O)(C(=O)O)/C(O)=P\OP=O.O.

Each atom is followed by the atoms it is bonded to, with distances in Å.
CARTESIAN COORDINATES (ANGSTROEM)
1 C -0.1660 -1.3426 0.4058  O4 1.208, P9 1.845, O13 1.299
2 H -0.8898 -2.7160 1.4956  O13 0.968
3 H -1.1253 -0.1305 2.1148  O12 0.906
4 O 0.9310 -1.8380 0.3048  C1 1.208
5 C 0.0570 1.7231 0.2058  P6 1.692, P9 1.872, O10 1.350
6 P 1.7184 1.9759 0.0109  C5 1.692, O7 1.632
7 O 1.8524 0.5961 -0.8500  P6 1.632, P20 1.613
8 H -0.2415 0.4867 -2.6928  C18 1.135
9 P -0.8413 0.1870 -0.3749  C1 1.845, C5 1.872, O11 1.411, C18 1.798
10 O -0.8561 2.5568 0.7478  C5 1.350, H15 0.965
11 O -2.1982 0.3894 -0.0462  P9 1.411
12 O -0.3369 0.3152 2.1480  H3 0.906, H14 0.921
13 O -1.1660 -1.9577 0.9613  C1 1.299, H2 0.968
14 H -0.4242 1.0749 2.6611  O12 0.921
15 H -1.7216 2.2011 0.5100  O10 0.965
16 O 4.0598 -0.5709 -0.2137  P20 1.451
17 H 0.3727 -0.9638 -2.0793  C18 0.993
18 C -0.4490 -0.4079 -2.0259  H8 1.135, P9 1.798, H17 0.993, H19 1.086
19 H -1.3688 -0.8658 -2.3764  C18 1.086
20 P 2.7933 -0.7127 -0.9068  O7 1.613, O16 1.451

Results of the Löwdin charge analysis, in e, for atoms 1 through 2: number 1, C, carries -0.615; number 2, H, carries 0.155

Entry 7:
C3H7OP | wB97M-V/def2-TZVPD

For the LUMO energy (alpha / beta), the calculation gives -1.252 / -0.441 eV. The multiplicity is 1. The value obtained for the HOMO-LUMO gap (alpha / beta) is 8.20 / 8.36 eV.

Each atom is followed by the atoms it is bonded to, with distances in Å.
CARTESIAN COORDINATES (ANGSTROEM)
1 H 1.9997 -1.1596 -1.0864  P5 1.470
2 C -0.1106 0.0027 2.0965  H8 1.073, C10 1.341
3 H 0.4341 -0.3400 -2.9463  C9 1.069
4 O -0.0004 -2.4192 -0.7986  P5 1.451
5 P 0.5989 -1.1068 -0.6453  H1 1.470, O4 1.451, C9 1.866
6 H -2.0019 0.7634 1.6442  C10 1.048
7 H -0.9426 1.6436 2.8813  C10 1.042
8 H 0.8391 0.0849 2.5883  C2 1.073
9 C 0.2252 0.1178 -2.0034  H3 1.069, P5 1.866, H11 1.089, H12 1.084
10 C -1.1089 0.8950 2.1761  C2 1.341, H6 1.048, H7 1.042
11 H 0.8472 0.9985 -1.8496  C9 1.089
12 H -0.7798 0.5197 -2.0569  C9 1.084

Results of the Löwdin charge analysis, in e, for atoms 1 through 2: number 1, H, carries -0.004; number 2, C, carries -0.009

Entry 8:
C3H7OS | wB97M-V/def2-TZVPD

For the LUMO energy, the calculation gives 4.045 eV. The multiplicity is 1. The value obtained for the HOMO-LUMO gap is 6.57 eV. The total charge is -1.

Each atom is followed by the atoms it is bonded to, with distances in Å.
CARTESIAN COORDINATES (ANGSTROEM)
1 C -2.3854 0.9474 -0.5585  H3 1.163, C4 1.559, H6 1.125, H9 1.096
2 H -0.9151 1.5489 -2.0357  C4 1.123
3 H -2.1750 -0.1861 -0.4060  C1 1.163
4 C -1.0142 1.5948 -0.9185  C1 1.559, H2 1.123, H7 1.091, S11 1.863
5 H 0.0578 -2.8368 0.2939  C12 1.108
6 H -3.1841 1.2187 -1.3028  C1 1.125
7 H -1.1334 2.6510 -0.6738  C4 1.091
8 H 0.8726 -1.4044 -0.1946  C12 1.114
9 H -2.6119 1.3259 0.4448  C1 1.096
10 O 2.0226 -2.5026 1.1027  C12 1.217
11 S 0.4504 1.0164 0.0765  C4 1.863
12 C 1.0163 -2.3022 0.4484  H5 1.108, H8 1.114, O10 1.217

Results of the Löwdin charge analysis, in e, for atoms 1 through 2: number 1, C, carries -0.250; number 2, H, carries 0.033

Entry 9:
C3H7OS | wB97M-V/def2-TZVPD

For the LUMO energy, the calculation gives 3.375 eV. The multiplicity is 1. The value obtained for the HOMO-LUMO gap is 5.51 eV. The total charge is -1.

Each atom is followed by the atoms it is bonded to, with distances in Å.
CARTESIAN COORDINATES (ANGSTROEM)
1 C 3.2384 0.5863 -1.0948  H7 1.111, C8 1.529, O9 1.192
2 S -2.0296 -0.0272 1.3168  C10 1.836
3 H 1.2057 0.0140 -0.8624  C8 1.089
4 H -3.3536 -2.0890 1.4176  C10 1.088
5 H -4.3431 -0.5579 1.5619  C10 1.088
6 H -3.7378 -1.1335 -0.0025  C10 1.095
7 H 3.2450 -0.3970 -1.6113  C1 1.111
8 C 1.8620 0.7842 -0.4586  C1 1.529, H3 1.089, H11 1.098, H12 1.082
9 O 4.1505 1.3516 -1.0303  C1 1.192
10 C -3.5195 -1.0715 1.0691  S2 1.836, H4 1.088, H5 1.088, H6 1.095
11 H 1.4431 1.6851 -0.9267  C8 1.098
12 H 1.8389 0.8549 0.6211  C8 1.082

Results of the Löwdin charge analysis, in e, for atoms 1 through 2: number 1, C, carries -0.338; number 2, S, carries -0.105

Entry 10:
C3H7OS | wB97M-V/def2-TZVPD

For the LUMO energy, the calculation gives 3.314 eV. The multiplicity is 1. The value obtained for the HOMO-LUMO gap is 5.75 eV. Its SMILES is [O-]CCCS. The total charge is -1.

Each atom is followed by the atoms it is bonded to, with distances in Å.
CARTESIAN COORDINATES (ANGSTROEM)
1 O -0.6180 2.0170 -1.0096  C12 1.317
2 C -0.5246 -0.1800 0.0633  C5 1.518, H7 1.090, H10 1.098, C12 1.588
3 H 1.4772 -0.1795 0.7213  C5 1.085
4 H -1.4963 1.6697 0.7844  C12 1.132
5 C 0.9465 -0.4622 -0.1819  C2 1.518, H3 1.085, S6 1.855, H11 1.088
6 S 1.3515 -2.2566 -0.4201  C5 1.855, H9 1.337
7 H -1.2285 -0.3840 -0.7439  C2 1.090
8 H 0.2241 1.6294 0.9151  C12 1.139
9 H 0.1021 -2.6780 -0.1979  S6 1.337
10 H -0.8626 -0.7269 0.9534  C2 1.098
11 H 1.2226 0.1477 -1.0399  C5 1.088
12 C -0.5939 1.4036 0.1557  O1 1.317, C2 1.588, H4 1.132, H8 1.139

Results of the Löwdin charge analysis, in e, for atoms 1 through 2: number 1, O, carries -0.333; number 2, C, carries -0.302

Entry 11:
C3H7OS | wB97M-V/def2-TZVPD

For the LUMO energy, the calculation gives 3.319 eV. The multiplicity is 1. The value obtained for the HOMO-LUMO gap is 5.82 eV. Its SMILES is [O-]CCCS. The total charge is -1.

Each atom is followed by the atoms it is bonded to, with distances in Å.
CARTESIAN COORDINATES (ANGSTROEM)
1 O -0.9572 2.3556 -0.7445  C4 1.299
2 H -0.0171 1.9275 1.2187  C4 1.239
3 C -0.8943 0.1116 0.3187  C4 1.618, H6 1.088, H9 1.103, C11 1.550
4 C -0.9172 1.7274 0.3915  O1 1.299, H2 1.239, C3 1.618, H10 1.128
5 H -0.1763 -2.3619 0.0724  S7 1.336
6 H -1.2241 -0.4432 1.1950  C3 1.088
7 S 1.0703 -1.9334 -0.1442  H5 1.336, C11 1.867
8 H 0.8667 0.4957 -0.7670  C11 1.090
9 H -1.6315 -0.0793 -0.4799  C3 1.103
10 H -1.7923 2.0539 1.0247  C4 1.128
11 C 0.6178 -0.1369 0.0846  C3 1.550, S7 1.867, H8 1.090, H12 1.071
12 H 1.1206 0.1470 0.9869  C11 1.071

Results of the Löwdin charge analysis, in e, for atoms 1 through 2: number 1, O, carries -0.313; number 2, H, carries 0.090

Entry 12:
C3H7OS | wB97M-V/def2-TZVPD

For the LUMO energy (alpha / beta), the calculation gives 0.614 / -2.112 eV. The multiplicity is 2. Its expectation value of S² is 0.75. The value obtained for the HOMO-LUMO gap (alpha / beta) is 9.75 / 7.02 eV.

Each atom is followed by the atoms it is bonded to, with distances in Å.
CARTESIAN COORDINATES (ANGSTROEM)
1 H -1.3388 -0.7768 -1.0402  C11 1.101
2 H 0.3717 0.7992 0.3511  C5 1.084
3 H -2.7913 -0.8539 -2.0480  C11 1.091
4 O 1.0532 -0.9245 1.2198  C5 1.369, H12 0.957
5 C 0.9616 0.4415 1.1876  H2 1.084, O4 1.369, C6 1.313
6 C 1.5140 1.1621 2.1354  C5 1.313, H8 1.090, H10 1.092
7 S -1.2604 0.8605 -2.7180  C11 1.827
8 H 1.6010 2.2466 2.1942  C6 1.090
9 H -1.1191 -1.5256 -2.6196  C11 1.082
10 H 1.9828 0.6903 3.0019  C6 1.092
11 C -1.7028 -0.7926 -2.0786  H1 1.101, H3 1.091, S7 1.827, H9 1.082
12 H 0.7284 -1.3268 0.4144  O4 0.957

Results of the Löwdin charge analysis, in e, for atoms 1 through 2: number 1, H, carries 0.003; number 2, H, carries 0.094

Table of energy above the lowest of the compared OMol25 structures with the same formula, charge and spin (eV), in record order: 1.166; 1.855; 0.821; 0.261; 0.916; 0.000; 3.859; 1.622; 1.113; 1.663; 1.980; 0.713